Entry 1:
{
  "formula": "C5H35NO14",
  "method": "ωB97M-V/def2-TZVPD",
  "symbols": ["O", "C", "C", "C", "C", "C", "N", "H", "H", "H", "H", "H", "H", "H", "H", "H", "H", "H", "O", "H", "H", "O", "H", "H", "O", "H", "H", "O", "H", "H", "O", "H", "H", "O", "H", "H", "O", "H", "H", "O", "H", "H", "O", "H", "H", "O", "H", "H", "O", "H", "H", "O", "H", "H", "O"],
  "coordinates": [[-1.181838, 1.182362, -0.952457], [-0.608554, 1.524879, -0.031178], [1.044553, 1.362062, 0.165934], [1.648081, 0.517308, -0.957623], [1.202260, -0.817430, -0.827535], [1.714101, -1.872184, -1.535088], [1.435060, 2.769442, 0.062275], [-0.904295, 1.900347, 0.919952], [1.113791, 0.921745, 1.137008], [2.719805, 0.644402, -1.083153], [1.264353, 1.044712, -1.878689], [0.302117, -0.929565, -0.164705], [1.452139, -2.827171, -1.250130], [2.272979, -1.605378, -2.449033], [1.421024, 2.896010, -1.003424], [2.278972, 2.900841, 0.608785], [0.924085, 3.718805, 1.905140], [-0.471285, 3.951222, 2.079164], [0.249485, 3.540243, 2.620443], [-1.434693, -3.218416, 2.608671], [-1.706827, -1.789992, 2.458408], [-2.110111, -2.585396, 2.325498], [3.171007, 0.830831, 1.871422], [4.667286, 1.321217, 1.898336], [3.843210, 1.393218, 1.454844], [-1.438955, -0.069358, 1.308810], [-0.173689, -0.114847, 2.226367], [-0.606312, -0.423069, 1.515757], [1.122513, -0.282406, 3.528946], [1.072852, -1.401382, 2.396580], [1.757502, -0.682519, 2.851862], [-1.171528, 0.948637, 4.162003], [-0.080795, 1.785633, 3.492382], [-0.240964, 0.829810, 3.835295], [-2.027555, -0.701781, -3.054732], [-1.108382, -0.061005, -2.210115], [-1.036245, -0.612185, -2.970144], [-4.206664, -2.086175, 0.827797], [-2.798021, -1.349320, 0.802302], [-3.687852, -1.356014, 0.538739], [3.419639, -1.208425, 0.825332], [3.612720, -1.564278, -0.596880], [4.100499, -1.691853, 0.255781], [-3.586404, -2.116396, -3.039461], [-3.450197, -0.788084, -2.196532], [-3.663104, -1.099480, -3.141786], [-3.040709, 1.478429, -0.214505], [-4.123714, 1.338107, 0.886876], [-3.259731, 1.679600, 0.660268], [0.529625, 0.098900, -3.940159], [0.958790, 1.009160, -5.019869], [1.000740, 0.998077, -3.984597], [-0.786833, -2.369601, -3.145937], [-0.309767, -3.620139, -3.537901], [-1.084163, -3.342150, -3.045341]],
  "atomic_forces_ev_per_a": [[-4.070, -1.209, -4.979], [7.981, 0.147, 4.846], [-2.120, 1.024, -1.887], [-0.493, 3.639, -0.820], [-0.956, -4.148, -0.972], [-0.717, 3.901, 0.284], [-0.897, -0.458, -1.104], [-1.470, 1.094, 0.568], [0.592, 0.217, 0.577], [0.267, -0.066, 0.496], [0.124, -0.788, 0.498], [1.596, -0.549, -0.510], [-0.616, -2.053, -0.095], [0.360, -0.613, 0.753], [1.051, 0.636, 2.362], [0.648, 0.213, -1.125], [-0.259, -0.805, 1.013], [0.114, -0.579, 1.140], [-0.169, 1.086, -1.919], [-0.351, -0.054, -0.180], [1.785, 3.493, 0.524], [-1.326, -3.969, 0.045], [0.590, -0.042, 0.252], [0.868, -0.423, 0.771], [-1.616, 0.449, -0.852], [-1.645, 1.324, 0.402], [1.451, 2.651, 4.142], [-1.243, -3.966, -4.146], [1.403, -0.513, -0.821], [3.099, 2.484, 1.557], [-3.663, -2.306, -0.660], [1.199, -0.579, -0.199], [0.204, -1.668, 0.470], [-1.443, 2.911, 0.056], [1.019, -0.518, -1.380], [1.260, 1.091, 1.245], [-1.579, -0.643, -0.848], [0.321, -1.005, 0.678], [1.242, -1.197, 0.764], [-1.884, 2.182, -1.957], [1.577, -1.027, -0.673], [0.827, -0.461, 0.726], [-2.048, 1.332, 0.204], [-0.119, 2.309, -0.310], [-1.121, -0.815, -1.660], [0.555, -1.672, 2.468], [0.205, -0.635, -2.201], [-0.155, -0.282, -0.330], [-0.267, 0.842, 2.770], [0.533, 1.738, 0.901], [0.465, 0.710, 2.673], [-0.987, -2.212, -3.742], [-1.461, -1.098, 1.070], [0.093, -1.375, -0.180], [1.244, 2.256, -0.708]],
  "mulliken_charge": [-0.61, -0.74, 0.44, 0.05, 0.88, -1.86, -0.67, 0.80, 0.62, 0.35, 0.06, -0.31, 0.41, 0.37, 0.37, 0.36, 0.31, 0.35, -0.75, 0.31, 0.22, -0.65, 0.20, 0.31, -0.63, 0.10, 0.01, -0.68, 0.37, 0.40, -0.65, 0.31, 0.38, -0.72, 0.47, 0.20, -0.58, 0.26, 0.42, -0.55, 0.38, 0.41, -0.71, 0.37, 0.35, -0.74, 0.28, 0.30, -0.58, 0.24, 0.33, -0.67, 0.39, 0.37, -0.63],
  "gap_ev": 8.8,
  "de_lowest_ev": 7.102,
  "spin_multiplicity": 1,
  "homo_ha": -0.3285
}

---

Entry 2:
{
  "formula": "C8H13AuN4O4",
  "method": "ωB97M-V/def2-TZVPD",
  "symbols": ["Au", "N", "C", "C", "C", "N", "H", "H", "H", "H", "H", "H", "H", "H", "H", "H", "O", "C", "O", "C", "C", "N", "N", "C", "C", "O", "O", "H", "H", "H"],
  "coordinates": [[-0.324363, 0.498294, 1.151796], [-2.173370, 0.207675, 2.088325], [-3.066486, -0.778463, 1.397476], [-2.514517, -2.192315, 1.477694], [-1.260220, -2.442836, 0.659225], [-0.079401, -1.734992, 1.213136], [-2.060734, -0.066665, 3.064923], [-2.636208, 1.117645, 2.116257], [-3.177099, -0.447875, 0.363844], [-4.045313, -0.727753, 1.876161], [-3.285959, -2.864652, 1.099092], [-2.358078, -2.486932, 2.520665], [-1.381146, -2.125270, -0.376363], [-1.020069, -3.509960, 0.656564], [0.766376, -1.913314, 0.675376], [0.098734, -1.989026, 2.184126], [2.425898, 1.818607, -4.131387], [3.166841, 1.960669, -3.046634], [4.335270, 2.200158, -3.072156], [2.537602, 1.717578, -1.689215], [3.285453, 1.937463, -0.534252], [2.529399, 1.615368, 0.512883], [1.308833, 1.206028, 0.128140], [1.313311, 1.257670, -1.215883], [0.085106, 0.856781, -1.935660], [-0.129566, 0.930851, -3.111729], [-0.897872, 0.346487, -1.173062], [1.501530, 1.585529, -3.950888], [4.296032, 2.305257, -0.440617], [2.760019, 1.717991, 1.492164]],
  "atomic_forces_ev_per_a": [[-0.171, 0.075, 0.388], [0.050, 0.055, 0.032], [-0.016, -0.007, -0.030], [-0.047, -0.004, -0.033], [0.030, -0.016, -0.012], [0.059, 0.076, -0.072], [0.015, 0.018, -0.006], [-0.014, -0.011, -0.018], [-0.017, -0.020, 0.019], [0.018, -0.038, -0.012], [-0.002, 0.004, 0.007], [0.001, 0.002, 0.020], [-0.005, -0.001, 0.008], [-0.030, 0.002, 0.009], [-0.007, -0.063, -0.019], [0.020, -0.015, -0.001], [-0.051, 0.089, 0.053], [0.154, -0.451, -0.074], [-0.094, 0.194, 0.058], [0.080, 0.148, 0.111], [-0.076, -0.020, -0.137], [-0.070, 0.032, 0.143], [0.145, -0.109, -0.091], [0.047, 0.100, -0.212], [-0.394, -0.222, 0.364], [0.086, 0.001, 0.021], [0.333, 0.173, -0.446], [-0.066, 0.032, -0.053], [0.015, -0.001, 0.005], [0.008, -0.023, -0.021]],
  "mulliken_spin": [0.56, 0.11, 0.00, 0.01, -0.02, 0.38, 0.00, 0.00, 0.00, 0.01, 0.00, 0.00, 0.00, 0.03, -0.01, -0.01, 0.00, 0.00, 0.00, 0.01, 0.02, 0.00, 0.03, 0.01, -0.03, 0.13, 0.76, 0.00, 0.00, 0.00],
  "gap_ev": [9.1, 5.3],
  "de_lowest_ev": 0.000,
  "spin_multiplicity": 3,
  "homo_ha": [-0.6057, -0.6056],
  "charge": 2
}

---

Entry 3:
{
  "formula": "C4H6O",
  "method": "ωB97M-V/def2-TZVPD",
  "symbols": ["C", "C", "C", "C", "O", "H", "H", "H", "H", "H", "H"],
  "coordinates": [[-0.658803, -2.148641, -0.222907], [-0.296313, -1.027608, 0.025722], [0.114728, 0.216318, -0.646659], [0.313792, 1.312795, 0.381650], [0.352128, 0.723443, 1.678078], [-0.957733, -3.080453, -0.612457], [-0.682482, 0.425788, -1.373133], [1.008018, -0.060730, -1.221727], [-0.525388, 2.017212, 0.273604], [1.251294, 1.840555, 0.161047], [0.080758, -0.218677, 1.556782]],
  "atomic_forces_ev_per_a": [[0.051, 0.141, 0.282], [-0.470, -1.178, -2.030], [-0.004, -0.158, -0.135], [0.003, 0.132, 0.009], [0.091, 0.233, -0.205], [-0.210, -0.644, 0.410], [0.301, 0.216, 0.175], [-0.051, 0.368, 0.211], [0.259, -0.020, 0.412], [-0.210, 0.013, 0.373], [0.240, 0.897, 0.499]],
  "mulliken_charge": [0.11, -0.76, -0.28, -0.30, -0.53, 0.42, 0.29, 0.24, 0.21, 0.24, 0.35],
  "gap_ev": 10.7,
  "de_lowest_ev": 2.342,
  "spin_multiplicity": 1,
  "homo_ha": -0.3660
}

---

no.,largest force on an atom (eV/A),E_tot (hartree)
1,9.34,-1319.44633
2,0.58,-967.63290
3,2.39,-231.13765